Entry 1:
A cluster of 7 separate species, C37H39F3N6O2 in total. Source: OMol25; level of theory: ωB97M-V/def2-TZVPD.

ORCA input file:
```
! RIJCOSX wB97M-V def2-TZVPD def2/J DEFGRID3
* xyz 0 1
O 3.02242 -1.33252 3.03925
C 3.03105 -2.04318 2.13998
C 3.52109 -1.78983 0.69356
C 2.63866 -2.69878 -0.23926
C 2.01284 -3.63478 0.84368
C 0.45589 -3.72887 0.98894
C -0.36359 -2.61292 0.28650
C -0.17324 -1.22107 0.89470
F -1.35368 -0.57158 0.75372
F 0.07296 -1.27824 2.19513
F 0.72762 -0.46225 0.26574
O 2.55589 -3.34867 2.13096
H 3.43263 -0.76087 0.31996
H 4.57617 -2.10230 0.75465
H 1.98258 -2.19799 -0.95257
H 3.39078 -3.31154 -0.76068
H 2.32460 -4.64480 0.53390
H 0.15647 -3.74522 2.04815
H 0.15122 -4.70375 0.57339
H -1.42721 -2.85534 0.45110
H -0.22743 -2.62617 -0.80388
N -0.39094 -2.94454 6.42551
C -0.47984 -2.26002 5.28270
C -1.60872 -1.55285 4.89410
C -2.70853 -1.55929 5.73626
C -2.63796 -2.26502 6.92658
C -1.46103 -2.93549 7.22216
H 0.40528 -2.28707 4.65508
H -1.62454 -1.01319 3.95758
H -3.60967 -1.02067 5.46854
H -3.47567 -2.29463 7.61076
H -1.35796 -3.49840 8.14413
N -3.65998 -2.30594 -0.82942
C -3.74700 -1.61686 -1.96909
C -4.87465 -0.91333 -2.36143
C -5.97916 -0.92669 -1.52526
C -5.91221 -1.63596 -0.33736
C -4.73478 -2.30432 -0.03603
H -2.85926 -1.63706 -2.59321
H -4.88689 -0.36998 -3.29683
H -6.88057 -0.39016 -1.79602
H -6.75344 -1.67033 0.34231
H -4.63460 -2.87087 0.88408
N 3.07908 4.36058 -0.89525
C 1.82422 4.16781 -1.30967
C 0.95172 3.26235 -0.72562
C 1.40488 2.51114 0.34600
C 2.70334 2.69278 0.79221
C 3.49349 3.62621 0.14076
H 1.51547 4.77497 -2.15294
H -0.05651 3.14901 -1.10161
H 0.75534 1.79441 0.82772
H 3.09393 2.12411 1.62626
H 4.51702 3.80553 0.45681
N 7.24531 7.26267 -3.73856
C 6.54607 7.57505 -2.64485
C 5.75576 6.67210 -1.94953
C 5.68264 5.37074 -2.41598
C 6.39920 5.02418 -3.55065
C 7.16201 6.00277 -4.17025
H 6.63163 8.60644 -2.31875
H 5.21132 6.98028 -1.06669
H 5.07480 4.63662 -1.90225
H 6.36671 4.01734 -3.94662
H 7.74166 5.77756 -5.05983
N 2.35982 4.02428 -4.77644
C 3.09105 5.00309 -5.31716
C 2.70925 5.71953 -6.44146
C 1.50299 5.40273 -7.04324
C 0.72886 4.39021 -6.50062
C 1.20033 3.73783 -5.37219
H 4.02814 5.21460 -4.81452
H 3.34172 6.50459 -6.83385
H 1.16972 5.93832 -7.92394
H -0.21930 4.11265 -6.94160
H 0.62646 2.94051 -4.91042
N -5.44970 -4.86746 2.22806
C -6.70642 -5.08235 1.83443
C -7.56052 -5.98875 2.44250
C -7.08325 -6.71787 3.51937
C -5.78084 -6.51231 3.94406
C -5.01045 -5.57907 3.26825
H -7.03474 -4.49106 0.98535
H -8.57180 -6.11978 2.08150
H -7.71851 -7.43727 4.02156
H -5.37118 -7.06221 4.78058
H -3.98629 -5.38152 3.56698
*
```

Lowest unoccupied orbital energy   0.49 eV
Gap between HOMO and LUMO   9.87 eV
Structure (SMILES)   O=C1CC[C@H](CCC(F)(F)F)O1.c1ccncc1.c1ccncc1.c1ccncc1.c1ccncc1.c1ccncc1.c1ccncc1

These are the Mulliken partial charges, in e, on atoms 1 to 5:
1 O -0.476
2 C 0.369
3 C -0.350
4 C -0.775
5 C 0.193

---

Entry 2:
A structure of composition C37H39HfIN4O4P2S. Source: OMol25; level of theory: ωB97M-V/def2-TZVPD.

ORCA input file:
```
! RIJCOSX wB97M-V def2-TZVPD def2/J DEFGRID3
* xyz 0 1
Hf -0.44107 -0.18695 0.21405
C -4.33599 -1.24893 -1.59331
C -3.48213 -0.44853 -0.65647
O -2.24543 -0.81574 -0.61272
C -4.00138 0.57298 0.08124
C -3.24370 1.36029 0.99273
C -3.99160 2.37960 1.79933
N -1.95049 1.22742 1.12770
N -1.38667 2.13052 2.03689
C -0.10794 2.10797 2.01790
O 0.59991 1.34110 1.20650
C 0.62354 2.97830 2.97270
C -0.06572 3.69326 3.95198
C 0.62170 4.49136 4.84901
C 2.00783 4.58818 4.78410
C 2.69836 3.87954 3.81389
C 2.00735 3.07744 2.91540
H -4.26093 -2.30746 -1.33647
H -3.95387 -1.12552 -2.60906
H -5.37767 -0.93803 -1.55900
H -5.05687 0.78234 0.00018
H -5.05427 2.14706 1.79453
H -3.84366 3.36817 1.35851
H -3.61545 2.42142 2.81696
H -1.14262 3.60765 3.99334
H 0.07580 5.04083 5.60539
H 2.54417 5.21307 5.48676
H 3.77718 3.95186 3.75464
H 2.53947 2.52717 2.15638
O -0.73375 -0.57135 2.65691
S -1.40664 -1.87418 2.56271
O -2.83732 -1.93216 2.65823
N -0.82844 -2.31408 1.16474
C -1.01747 -3.44476 0.40609
C -1.54939 -4.64804 0.80390
C -1.59332 -5.74285 -0.08300
C -1.12307 -5.64423 -1.35905
C -0.59425 -4.41249 -1.81501
C -0.14137 -4.20954 -3.13871
C 0.29537 -2.97704 -3.51881
C 0.30305 -1.93560 -2.57422
N -0.06425 -2.09267 -1.32355
C -0.53508 -3.31674 -0.93508
C -0.79474 -2.84686 3.90677
C -1.51889 -3.96040 4.31529
C -1.04799 -4.72058 5.37466
C 0.11807 -4.35082 6.03069
C 0.81005 -3.21162 5.64420
C 0.35285 -2.45039 4.57977
H -1.93635 -4.74833 1.80600
H -2.01443 -6.67840 0.26259
H -1.16494 -6.48762 -2.03620
H -0.16915 -5.03594 -3.83887
H 0.62167 -2.77529 -4.52944
H 0.58186 -0.93405 -2.86670
H -2.45657 -4.19654 3.83165
H -1.60242 -5.59069 5.70048
H 0.47549 -4.94213 6.86379
H 1.70052 -2.90957 6.17974
H 0.85670 -1.54521 4.27735
C 2.06479 -3.22321 1.67211
P 2.12660 -1.51713 1.01429
C 2.96630 -0.61789 2.37127
C 3.50943 -1.65637 -0.18506
C 4.49076 -2.64110 -0.06394
C 5.57700 -2.67290 -0.92138
C 5.70557 -1.70161 -1.90197
C 4.73378 -0.72446 -2.03562
C 3.61782 -0.69435 -1.19893
P 2.24559 0.52658 -1.34300
C 3.00368 2.00419 -0.57844
C 2.35146 1.05477 -3.10334
H 1.86352 -3.91548 0.85288
H 1.25696 -3.31046 2.39055
H 2.99552 -3.50075 2.16650
H 3.84310 -1.16008 2.72798
H 2.25954 -0.46265 3.18496
H 3.26366 0.36684 2.01698
H 4.41560 -3.39688 0.70533
H 6.32499 -3.44854 -0.81807
H 6.56077 -1.70539 -2.56567
H 4.86300 0.02411 -2.80463
H 3.88176 2.32068 -1.14321
H 3.28865 1.78574 0.44600
H 2.25120 2.79358 -0.56778
H 3.35960 0.96988 -3.50147
H 2.03722 2.09533 -3.14302
H 1.66928 0.49769 -3.74140
I -0.86022 1.74310 -2.07890
*
```

Energy relative to the best compared isomer or geometry (same formula, charge and spin)   31.3 kJ/mol
Lowest unoccupied orbital energy   -0.20 eV
Gap between HOMO and LUMO   6.91 eV

These are the Mulliken partial charges, in e, on atoms 1 to 5:
1 Hf -0.255
2 C -1.718
3 C 0.882
4 O 0.252
5 C -1.295

---

Entry 3:
A structure of composition C37H39HfIN4O4P2S. Source: OMol25; level of theory: ωB97M-V/def2-TZVPD.

ORCA input file:
```
! RIJCOSX wB97M-V def2-TZVPD def2/J DEFGRID3
* xyz 0 1
Hf -0.76161 -0.64539 0.56252
C -4.07829 -1.47999 -1.85977
C -3.32196 -0.63542 -0.88422
O -2.01989 -0.63457 -1.02968
C -3.98433 0.08384 0.07961
C -3.35239 0.95699 1.02314
C -4.15356 1.96229 1.78112
N -2.05421 0.91495 1.14775
N -1.38248 1.84611 1.94130
C -0.08868 1.71806 1.85239
O 0.51754 0.86503 1.03980
C 0.72708 2.56247 2.75607
C 0.14288 3.55150 3.54585
C 0.92236 4.28952 4.41921
C 2.28826 4.04275 4.51697
C 2.87122 3.06262 3.72941
C 2.09268 2.32473 2.84865
H -4.21454 -2.47015 -1.41839
H -3.50260 -1.59251 -2.77836
H -5.05781 -1.05876 -2.08416
H -5.06437 0.04785 0.07618
H -5.17131 1.60698 1.93093
H -4.18513 2.89886 1.21795
H -3.67747 2.17546 2.73501
H -0.92027 3.72732 3.45935
H 0.46435 5.05351 5.03426
H 2.89412 4.61828 5.20549
H 3.93198 2.86251 3.80987
H 2.53203 1.54472 2.24209
O 1.73746 -0.84435 3.58133
S 0.65641 -1.53002 2.93705
O -0.64207 -0.80356 2.84158
N 0.87331 -1.85782 1.40776
C 1.85839 -2.51394 0.70250
C 2.94357 -3.19262 1.19197
C 3.79407 -3.89818 0.31148
C 3.56473 -3.92113 -1.03291
C 2.46595 -3.20255 -1.56896
C 2.14618 -3.17994 -2.94779
C 1.06984 -2.46924 -3.38433
C 0.29354 -1.75692 -2.45036
N 0.55555 -1.74821 -1.16492
C 1.62914 -2.48299 -0.70595
C 0.32029 -2.97369 3.87609
C 0.40058 -4.24010 3.32346
C 0.03260 -5.33220 4.09685
C -0.41741 -5.14571 5.39423
C -0.48486 -3.86811 5.94019
C -0.11141 -2.77242 5.18380
H 3.13647 -3.19042 2.25745
H 4.63355 -4.44365 0.72280
H 4.20187 -4.48727 -1.70029
H 2.76284 -3.74178 -3.63988
H 0.79421 -2.43664 -4.42891
H -0.57029 -1.18716 -2.76911
H 0.72682 -4.37430 2.30193
H 0.06964 -6.32560 3.66950
H -0.73219 -5.99809 5.98261
H -0.83403 -3.72636 6.95438
H -0.15744 -1.76813 5.58489
C -3.37986 2.22880 -2.64307
P -1.66634 2.20226 -1.95276
C -1.37132 4.02505 -2.14239
C -0.72275 1.59244 -3.43568
C -1.36576 1.17089 -4.60157
C -0.64905 0.68382 -5.68709
C 0.73338 0.61127 -5.62711
C 1.38530 1.00872 -4.46914
C 0.68121 1.49359 -3.37008
P 1.52457 2.14831 -1.86031
C 2.40838 3.53966 -2.70684
C 2.96814 1.01728 -1.64684
H -3.74278 1.22203 -2.85188
H -3.44560 2.83730 -3.54771
H -4.02916 2.66355 -1.88184
H -1.25494 4.31482 -3.18782
H -0.48728 4.32576 -1.57923
H -2.23394 4.54718 -1.72362
H -2.44340 1.21082 -4.67365
H -1.17341 0.37172 -6.58191
H 1.30122 0.25701 -6.47881
H 2.46743 0.95444 -4.43489
H 3.13150 3.16424 -3.43427
H 2.93148 4.13887 -1.96025
H 1.68689 4.17525 -3.22033
H 3.23814 0.48661 -2.56000
H 2.76165 0.29144 -0.85925
H 3.81656 1.62498 -1.32894
I -2.18121 -3.09455 1.07845
*
```

Energy relative to the best compared isomer or geometry (same formula, charge and spin)   88.4 kJ/mol
Lowest unoccupied orbital energy   -0.42 eV
Gap between HOMO and LUMO   7.21 eV

These are the Mulliken partial charges, in e, on atoms 1 to 5:
1 Hf -0.957
2 C -1.826
3 C 0.852
4 O 0.188
5 C -1.269

---

Q: The lowest gap between HOMO and LUMO belongs to which entry?
A: number 2

---

Q: gap between HOMO and LUMO of number 2 (C37H39HfIN4O4P2S)?
A: 6.91 eV